Arrangement one

The following is a DFT calculation (ωB97M-V/def2-TZVPD) of C3H7N3O in the gas phase.

The value obtained for the frontier orbital gap is 9.36 eV. The calculation puts the LUMO energy at 0.965 eV.

```
! RIJCOSX wB97M-V def2-TZVPD def2/J DEFGRID3
* xyz 0 1
H 2.7868 1.8200 -1.6717
N 2.0697 2.3340 -1.1673
C 1.2754 1.7268 -0.4699
O 1.1518 0.0845 -0.6940
C 0.0528 -0.3725 -0.1283
C -0.1586 -1.8563 -0.1790
N -0.7059 0.5063 0.4530
N -1.8783 0.0840 1.0949
H 0.2043 1.7062 0.1665
H 0.3992 -2.3314 0.6316
H 0.2285 -2.2329 -1.1251
H -1.2118 -2.1102 -0.0856
H -1.6845 -0.2188 2.0461
H -2.5292 0.8602 1.1287
*
```

Arrangement two

The following is a DFT calculation (ωB97M-V/def2-TZVPD) of C3H7N3O in the gas phase.

The value obtained for the frontier orbital gap is 6.61 eV. The calculation puts the LUMO energy at 0.667 eV.

```
! RIJCOSX wB97M-V def2-TZVPD def2/J DEFGRID3
* xyz 0 1
C -0.7103 0.2829 1.7642
N -0.2481 0.6436 0.4253
C 0.0003 -0.3784 -1.3380
C 0.8027 -0.2621 -0.2297
O 0.0892 -0.7983 -2.6274
N -1.2146 0.2189 -0.8119
N 1.9151 -0.4685 0.3885
H 0.9706 -1.1473 -2.8343
H -0.0240 1.6345 0.3470
H -1.5209 1.0180 -1.4004
H 2.3939 -1.3007 0.0651
H -1.5090 0.9512 2.0800
H -1.0782 -0.7399 1.7216
H 0.1333 0.3462 2.4500
*
```

Arrangement three

The following is a DFT calculation (ωB97M-V/def2-TZVPD) of C3H7N3O in the gas phase.

The value obtained for the frontier orbital gap is 10.52 eV. The calculation puts the LUMO energy at 0.944 eV.

```
! RIJCOSX wB97M-V def2-TZVPD def2/J DEFGRID3
* xyz 0 1
C 1.5944 0.5786 -0.9571
N 0.3816 0.9152 -0.2427
N 0.2772 0.4514 1.2350
C -0.4751 -0.1618 0.0795
N -0.2712 -1.4878 -0.2893
C -1.8401 0.1972 0.5983
O -2.7063 -0.6421 0.7301
H 2.2256 1.4654 -0.9759
H 1.3228 0.3142 -1.9796
H 2.1336 -0.2570 -0.5042
H -0.0490 1.2922 1.7117
H -1.1041 -2.0328 -0.0883
H 0.5619 -1.9140 0.0909
H -2.0512 1.2812 0.5914
*
```

What should be chosen as the most stable of them? Choose arrangement three.

Arrangement one

The following is a DFT calculation (ωB97M-V/def2-TZVPD) of 6 unconnected molecules or ions with the total composition C2H15NO5.

The value obtained for the frontier orbital gap is 9.83 eV. The calculation puts the LUMO energy at 0.389 eV.

```
! RIJCOSX wB97M-V def2-TZVPD def2/J DEFGRID3
* xyz 0 1
C 1.7853 1.7087 -1.2551
C 0.5618 1.2438 -0.9619
N -0.3330 2.1988 -0.1763
H 2.1062 2.7623 -1.2192
H 2.5802 1.0052 -1.4636
H 0.1124 0.3241 -1.3567
H -1.2784 1.9045 -0.4105
H -0.1849 1.8749 0.7754
O 1.0513 -2.3153 -0.0537
H 1.4025 -2.6174 -0.8944
H 1.5205 -1.5043 0.2449
O 1.7241 -0.1536 1.4173
H 0.9114 0.2233 1.8065
H 2.0332 0.5334 0.8131
O -1.4215 -1.6718 0.3767
H -0.4638 -1.9788 0.2999
H -1.9632 -2.4606 0.4696
O -2.3065 -0.4566 -2.0790
H -2.1897 0.4894 -1.9626
H -2.3727 -0.8320 -1.1860
O -0.8015 0.2088 2.3026
H -1.2092 -0.2125 1.5162
H -1.2645 -0.2743 2.9968
*
```

Arrangement two

The following is a DFT calculation (ωB97M-V/def2-TZVPD) of 5 unconnected molecules or ions with the total composition C2H15NO5.

The value obtained for the frontier orbital gap is 9.86 eV. The calculation puts the LUMO energy at 0.350 eV.

```
! RIJCOSX wB97M-V def2-TZVPD def2/J DEFGRID3
* xyz 0 1
N 0.1411 -0.6154 -0.7159
C 0.5419 -2.0279 -0.5578
C 1.5501 -2.2192 0.5937
O 0.8289 -1.7925 1.7443
H -0.3405 -0.2012 0.1391
H 0.9566 -0.0766 -0.9731
H 0.7949 -2.4035 -1.5661
H -0.2700 -2.7846 -0.2237
H 2.3361 -1.5525 0.3141
H 1.9340 -3.2415 0.7543
H 0.5592 -2.5826 2.2476
O -1.5131 -0.0936 -2.8246
H -0.8264 0.3697 -3.0950
H -1.2661 -0.5707 -1.9843
O 1.4165 1.7534 0.1105
H 2.4025 1.9108 -0.0430
H 1.4250 1.3036 0.8758
O -1.0646 4.4661 1.3467
H -1.0665 3.8094 0.7279
H -0.7298 4.0416 2.1256
O -2.4563 0.7560 0.6474
H -2.3075 0.3092 -0.1671
H -3.0461 1.4422 0.5237
*
```

What should be chosen as the most stable of them? Choose arrangement one.

Arrangement one

The following is a DFT calculation (ωB97M-V/def2-TZVPD) of a molecular structure, C42H50HfI2N8O2P.

The value obtained for the frontier orbital gap is 6.08 eV. The calculation puts the LUMO energy at -9.000 eV.

```
! RIJCOSX wB97M-V def2-TZVPD def2/J DEFGRID3
* xyz 3 1
Hf 0.6995 -1.4041 -0.4120
C 0.7973 -2.8243 2.9971
C -0.3407 -2.7534 2.0163
C -1.6078 -2.3281 2.4240
C -1.9923 -2.2797 3.8727
C -2.6117 -2.1051 1.4602
C -3.9235 -1.5602 1.9107
C -2.4187 -2.5087 0.1307
C -3.5661 -2.4373 -0.8352
C -1.2483 -3.2244 -0.2293
C -1.3562 -4.1734 -1.4014
C -0.1624 -3.3028 0.7046
C 0.9425 -4.3433 0.5610
H 1.7363 -2.5154 2.5357
H 0.9327 -3.8361 3.3798
H 0.6124 -2.1809 3.8515
H -2.8962 -2.8754 3.9897
H -2.2200 -1.2793 4.2335
H -1.2421 -2.7160 4.5189
H -4.6286 -2.3729 2.0852
H -4.3759 -0.9052 1.1749
H -3.8234 -1.0065 2.8369
H -4.1935 -3.3250 -0.7358
H -3.2424 -2.3749 -1.8717
H -4.2103 -1.5877 -0.6357
H -1.7361 -3.7021 -2.3058
H -2.0883 -4.9386 -1.1291
H -0.4342 -4.6966 -1.6308
H 0.6508 -5.2311 1.1311
H 1.8875 -3.9944 0.9783
H 1.1160 -4.6772 -0.4608
I 5.2259 -1.3258 1.8613
C 4.7191 -2.0917 -0.0311
C 5.6993 -2.6102 -0.8784
C 5.3835 -3.1411 -2.1092
I 6.9427 -3.8964 -3.3137
C 4.0254 -3.1884 -2.5276
C 3.5753 -3.7736 -3.7212
C 2.2278 -3.7855 -4.0156
C 1.3279 -3.2071 -3.1254
N 1.6977 -2.6369 -1.9810
C 3.0319 -2.6321 -1.6627
C 3.3797 -2.0795 -0.4035
O 2.4145 -1.6252 0.4003
H 6.7254 -2.6102 -0.5480
H 4.2919 -4.2152 -4.3977
H 1.8548 -4.2290 -4.9244
H 0.2687 -3.2022 -3.3570
C 3.3271 2.3655 -2.4211
C 2.5968 1.3057 -1.8448
N 1.9832 0.4403 -1.3895
H 3.4625 2.1814 -3.4897
H 4.3105 2.4480 -1.9531
H 2.7955 3.3115 -2.2969
C 1.1672 1.7705 4.3079
N -0.1841 1.9117 3.7824
C -0.3029 3.1791 3.0874
N 0.6605 3.2803 2.0022
C 2.0041 3.1247 2.5478
N 2.1444 1.8570 3.2361
C 2.1121 0.7337 2.3569
P 0.4455 0.5511 1.4506
C -0.6121 0.7912 3.0131
C 0.3804 2.3816 0.9234
H 1.2616 0.8138 4.8266
H 1.3521 2.5761 5.0233
H -0.1066 3.9832 3.7974
H -1.3136 3.2987 2.6943
H 2.1955 3.9302 3.2620
H 2.7369 3.1857 1.7396
H 2.3003 -0.1761 2.9331
H 2.8962 0.8350 1.5999
H -0.5176 -0.1086 3.6259
H -1.6565 0.9232 2.7150
H -0.6101 2.6221 0.5189
H 1.1285 2.5319 0.1377
C 0.4936 6.3394 -0.6975
C -0.7066 5.4542 -0.6584
C -1.0724 4.6740 -1.7463
C -2.1592 3.8152 -1.7031
C -2.8964 3.6969 -0.5306
N -3.9102 2.7399 -0.2957
C -4.1419 1.5374 -0.8425
O -4.6883 0.6234 -0.2748
N -3.6825 1.3814 -2.2021
C -2.5999 0.6847 -2.5816
C -2.2520 0.5622 -3.9445
C -1.0396 0.0021 -4.2685
C -0.2116 -0.4727 -3.2580
N -0.5691 -0.4709 -1.9625
C -1.7252 0.1199 -1.6352
C -2.5766 4.5246 0.5470
C -1.5079 5.3925 0.4790
H 1.0351 6.2288 -1.6334
H 1.1582 6.1139 0.1354
H 0.1927 7.3805 -0.5995
H -0.5122 4.7432 -2.6662
H -2.4188 3.2767 -2.5978
H -4.4058 2.8872 0.5794
H -4.2942 1.7523 -2.9179
H -2.9193 0.9272 -4.7108
H -0.7197 -0.0592 -5.2969
H 0.7722 -0.8497 -3.4994
H -1.9784 0.1471 -0.5799
H -3.1813 4.4854 1.4416
H -1.2881 6.0236 1.3235
*
```

Arrangement two

The following is a DFT calculation (ωB97M-V/def2-TZVPD) of a molecular structure, C42H50HfI2N8O2P.

The value obtained for the frontier orbital gap is 5.91 eV. The calculation puts the LUMO energy at -8.871 eV.

```
! RIJCOSX wB97M-V def2-TZVPD def2/J DEFGRID3
* xyz 3 1
Hf 0.3804 0.8892 -0.1329
C 0.1749 5.0929 1.3974
C 0.0055 3.6212 1.6552
C -1.2404 2.9980 1.3860
C -2.4303 3.8595 1.0740
C -1.3985 1.6130 1.5719
C -2.7664 0.9764 1.3939
C -0.3548 0.8744 2.2235
C -0.6197 -0.5379 2.7225
C 0.7900 1.5595 2.6816
C 1.6611 0.9750 3.7593
C 1.0126 2.9057 2.2968
C 2.2810 3.5909 2.7118
H -0.1019 5.6621 2.2916
H -0.4510 5.4489 0.5832
H 1.2042 5.3519 1.1626
H -2.6913 4.4055 1.9870
H -3.3088 3.3008 0.7729
H -2.2240 4.6104 0.3129
H -3.2979 1.3578 0.5250
H -3.3783 1.1994 2.2707
H -2.7310 -0.1017 1.2931
H -1.0231 -0.4906 3.7373
H 0.2913 -1.1326 2.7601
H -1.3458 -1.0768 2.1239
H 2.7140 0.9336 3.4870
H 1.3456 -0.0118 4.0806
H 1.5958 1.6371 4.6265
H 2.1208 4.1626 3.6322
H 2.6290 4.2910 1.9556
H 3.0864 2.8856 2.8971
I 5.0096 3.0994 -0.2969
C 3.2603 3.6139 -1.3017
C 3.2866 4.6642 -2.2419
C 2.1475 5.0706 -2.8786
I 2.2793 6.5780 -4.3138
C 0.9072 4.4516 -2.5664
C -0.3402 4.8580 -3.0827
C -1.4907 4.2167 -2.6993
C -1.4044 3.1358 -1.8275
N -0.2583 2.6973 -1.3263
C 0.9029 3.3704 -1.6577
C 2.0947 2.9405 -1.0227
O 2.0228 1.8950 -0.1570
H 4.2279 5.1545 -2.4563
H -0.3828 5.6925 -3.7740
H -2.4585 4.5294 -3.0672
H -2.3066 2.6249 -1.5125
C 2.1077 0.4573 -4.7687
C 1.4883 0.4611 -3.4539
N 0.9952 0.4572 -2.4226
H 1.5593 1.1168 -5.4417
H 2.1076 -0.5480 -5.1888
H 3.1381 0.8064 -4.6889
C 5.5227 -1.2790 0.1849
N 4.7669 -1.6548 -1.0118
C 4.4471 -3.0840 -0.9400
N 3.6830 -3.4133 0.2649
C 4.4459 -2.9998 1.4470
N 4.7817 -1.5741 1.4125
C 3.6290 -0.7272 1.5906
P 2.3637 -0.9965 0.2160
C 3.5958 -0.8413 -1.2127
C 2.3418 -2.8878 0.2414
H 5.7686 -0.2178 0.1477
H 6.4503 -1.8483 0.1992
H 5.3797 -3.6438 -0.9175
H 3.8841 -3.3837 -1.8254
H 5.3713 -3.5739 1.4749
H 3.8769 -3.2227 2.3500
H 3.9213 0.3247 1.5641
H 3.1598 -0.9476 2.5477
H 3.8708 0.2110 -1.3011
H 3.0932 -1.1629 -2.1248
H 1.8233 -3.2334 -0.6556
H 1.7918 -3.2336 1.1214
C -6.8479 -2.4496 2.0483
C -5.8629 -3.2333 1.2169
C -4.7169 -3.7822 1.7964
C -3.8472 -4.5731 1.0619
C -4.0941 -4.8095 -0.2859
N -3.2025 -5.6135 -1.0761
C -1.8429 -5.5432 -1.1077
O -1.0971 -6.4056 -1.4881
N -1.2712 -4.3093 -0.6204
C -1.5531 -3.0369 -1.0168
C -2.5005 -2.7076 -2.0014
C -2.7162 -1.3815 -2.3185
C -1.9850 -0.3935 -1.6938
N -1.0555 -0.6804 -0.7669
C -0.8592 -1.9745 -0.4430
C -5.2324 -4.2803 -0.8753
C -6.1067 -3.5016 -0.1265
H -6.3428 -1.8285 2.7894
H -7.4987 -3.1375 2.5931
H -7.4849 -1.8185 1.4297
H -4.5280 -3.6259 2.8534
H -2.9959 -5.0412 1.5418
H -3.5755 -6.4593 -1.4850
H -0.4045 -4.4720 -0.1343
H -3.0205 -3.4930 -2.5350
H -3.4478 -1.1091 -3.0687
H -2.1298 0.6454 -1.9538
H -0.1129 -2.1819 0.3113
H -5.4566 -4.4989 -1.9159
H -7.0022 -3.1083 -0.5957
*
```

What should be chosen as the most stable of them? Choose arrangement two.